Entry 1:
{
  "formula": "C4H12NOP",
  "method": "ωB97M-V/def2-TZVPD",
  "elements": ["P", "O", "N", "C", "C", "C", "C", "H", "H", "H", "H", "H", "H", "H", "H", "H", "H", "H", "H"],
  "positions_angstrom": [[0.662387, 0.503038, 0.072611], [-3.504687, -0.336120, -0.441908], [0.094179, -0.981359, -0.006060], [1.606470, 1.002238, 1.656955], [1.610242, 0.628659, -1.565881], [-0.472127, -1.773434, 1.048728], [-2.907219, -0.047003, -1.443525], [-0.134669, -1.581379, 2.057414], [-1.567768, -1.665496, 1.097835], [-1.807677, 0.181706, -1.422697], [2.225709, -0.314116, -1.685649], [2.045749, 1.963135, 1.607685], [0.678774, 0.956848, 2.371068], [-0.277586, 1.602883, 0.124573], [-0.186288, -2.869751, 1.008307], [0.833854, 0.724321, -2.315641], [2.164084, 1.608706, -1.661928], [2.224569, 0.219279, 1.899150], [-3.287987, 0.177850, -2.401029]],
  "atomic_forces_ev_per_a": [[0.5, -1.4, -0.2], [-0.2, -0.2, -0.6], [1.0, 1.4, 0.1], [-4.6, -0.2, -0.9], [0.2, 0.9, 1.3], [-0.4, -1.1, 0.5], [2.0, 0.8, 1.7], [0.4, 0.8, 0.6], [0.2, -0.3, -0.2], [-0.4, -0.5, 0.3], [-0.7, 1.3, 0.1], [0.4, 0.9, 0.1], [1.9, 0.4, -0.9], [0.4, -0.2, -0.4], [-0.5, 1.0, -0.7], [-0.2, -0.5, -0.2], [-0.1, -1.2, 0.3], [1.8, -1.6, 0.7], [-1.5, -0.2, -1.4]],
  "spin_multiplicity": 1,
  "lumo_energy_ha": 0.0308,
  "molar_mass_g_mol": 121.12,
  "smiles": "CN=[PH](C)C.C=O",
  "e_above_lowest_kj_mol": 439.9,
  "e_tot_ha": -630.85305
}

Entry 2:
{
  "formula": "C5H10ClN2",
  "method": "ωB97M-V/def2-TZVPD",
  "elements": ["Cl", "N", "N", "C", "C", "C", "C", "C", "H", "H", "H", "H", "H", "H", "H", "H", "H", "H"],
  "positions_angstrom": [[-4.347245, -0.078298, 0.206771], [0.616590, 0.392647, 0.129323], [-0.277773, -1.502728, -0.232150], [1.155267, -1.809524, 0.013586], [-0.482841, -0.200832, -0.116820], [0.974150, 1.812848, 0.184296], [1.815073, -0.507604, 0.199193], [-3.209334, 0.835411, -0.428460], [2.568427, -0.170215, -0.431790], [0.816032, 2.092007, 1.185532], [-2.984796, 0.784130, -1.406373], [2.227888, -0.489657, 1.195781], [1.250861, -2.443981, 0.940780], [1.963935, 1.840983, -0.068938], [-1.094931, -2.110262, -0.252495], [-2.817116, 1.585244, 0.114435], [0.265902, 2.197111, -0.439198], [1.559913, -2.227275, -0.793465]],
  "atomic_forces_ev_per_a": [[-1.0, -1.0, 0.6], [3.3, 1.2, 0.4], [-0.7, 0.1, 0.0], [-1.7, -1.3, 3.1], [-2.5, 0.0, -0.4], [-2.1, -2.8, 1.5], [-2.3, 0.7, 2.4], [0.6, -1.6, 1.0], [1.1, 0.2, -1.7], [0.0, 1.0, 1.2], [0.6, -0.3, -3.4], [0.2, 0.5, 0.5], [0.0, 0.4, -1.2], [2.3, 0.9, -1.0], [1.0, -0.2, 0.0], [1.2, 2.5, 1.9], [-1.2, 2.2, -1.8], [1.4, -2.5, -3.1]],
  "spin_multiplicity": 1,
  "lumo_energy_ha": [-0.2339, -0.2144],
  "molar_mass_g_mol": 133.60,
  "charge": 1,
  "e_above_lowest_kj_mol": 522.8,
  "e_tot_ha": -765.79856
}